Computed, not measured: one molecule with the formula C19H18N2O4, with ωB97M-V with the def2-TZVPD basis set.

```
43
Properties=species:S:1:pos:R:3
O 3.62 -1.39 -1.25
H -5.22 -1.57 0.90
H -6.23 0.56 0.61
C -4.19 0.06 0.19
H 0.64 0.19 2.06
C 5.24 1.43 0.33
H 2.74 1.05 2.55
C -2.82 1.87 -0.65
C -3.32 -2.20 0.55
O -3.54 -3.34 0.91
C -3.90 2.71 -0.58
N 0.06 -0.78 -1.70
C -1.85 -0.42 -0.32
O 1.97 -1.06 1.08
C 1.44 -0.65 -2.11
C 3.80 -0.41 -0.31
C 3.34 0.85 1.68
H -1.23 -2.42 0.06
H -0.44 -1.60 -2.00
C 3.01 -0.20 0.84
N -4.32 -1.25 0.57
H 5.49 0.21 -1.42
H -3.80 3.75 -0.87
H 1.66 -0.85 3.12
H -5.98 2.91 -0.07
H 1.50 -0.58 -3.20
C 2.31 -1.81 -1.58
H 1.82 -2.26 -0.71
H -1.86 2.23 -0.99
C 4.44 1.66 1.44
H 4.67 2.46 2.12
H 2.45 -2.57 -2.35
O 0.06 1.01 -0.31
C -0.49 0.03 -0.76
C -5.28 0.93 0.26
C -5.13 2.24 -0.13
H 6.10 2.04 0.14
H 0.36 -1.57 2.14
H 1.80 0.29 -1.67
C 4.90 0.41 -0.54
C 1.12 -0.79 2.16
C -2.94 0.53 -0.27
C -2.04 -1.70 0.07
```

Output
- highest occupied orbital energy (eV) = -8.23
- gap between HOMO and LUMO (eV) = 8.1
- multiplicity = 1
- energy (eV) = -31165.7758